Record 1
ORCA calculation (ωB97M-V/def2-TZVPD) on C38H61As2F3KO11PSe2 as an isolated structure.

Its total charge is -2. Its HOMO-LUMO gap is 0.167 hartree. Its LUMO energy is 3.0999 eV. For the relative energy (zero: lowest compared OMol25 entry of this formula, charge and spin), the calculation gives 0.000 eV. The value obtained for the highest occupied orbital energy is -1.44 eV.

Last column: Löwdin charge in e.
Element x y z (Å)
K -0.999 0.507 0.738  0.61
O -4.144 -1.123 6.757  -0.14
C -4.459 -0.841 5.397  -0.26
C -3.475 -1.474 4.396  -0.60
C -3.739 -2.987 4.334  -0.26
O -3.700 -3.632 5.607  -0.09
C -2.017 -1.279 4.825  -0.63
Se -1.505 0.478 5.571  0.28
C -3.751 -0.817 3.043  -0.59
Se -2.953 -1.676 1.467  0.40
H -3.288 -0.664 6.907  0.00
H -4.481 0.242 5.238  0.10
H -5.463 -1.241 5.216  0.12
H -2.988 -3.461 3.700  0.08
H -4.720 -3.151 3.860  0.11
H -3.902 -2.952 6.270  0.05
H -1.390 -1.439 3.952  -0.01
H -1.748 -2.016 5.582  0.04
H -3.374 0.207 3.059  0.03
H -4.828 -0.791 2.856  0.05
O 1.144 0.900 1.259  -0.48
P 2.190 -0.155 1.210  0.84
C 1.331 -1.793 1.058  -0.34
C 0.514 -2.137 2.304  -0.23
C 1.260 -2.973 3.338  -0.17
C 1.886 -4.209 2.697  -0.19
C 2.817 -3.799 1.556  -0.20
C 2.035 -3.027 0.496  -0.18
C 3.291 0.163 2.660  -0.33
C 4.334 -0.857 3.104  -0.21
C 5.350 -0.166 4.029  -0.19
C 4.676 0.914 4.895  -0.20
C 3.215 0.556 5.162  -0.18
C 2.407 0.576 3.857  -0.18
C 3.094 -0.016 -0.411  -0.33
C 3.086 1.427 -0.930  -0.19
C 4.235 2.267 -0.382  -0.19
C 5.575 1.602 -0.683  -0.20
C 5.617 0.217 -0.042  -0.20
C 4.476 -0.663 -0.558  -0.18
H 0.606 -1.456 0.300  0.07
H -0.376 -2.686 1.989  0.06
H 0.170 -1.206 2.755  0.07
H 0.555 -3.267 4.118  0.12
H 2.043 -2.379 3.816  0.09
H 1.091 -4.846 2.297  0.12
H 2.434 -4.787 3.445  0.11
H 3.267 -4.687 1.101  0.11
H 3.625 -3.175 1.948  0.09
H 1.251 -3.687 0.106  0.12
H 2.684 -2.766 -0.343  0.09
H 3.820 1.058 2.310  0.10
H 4.853 -1.308 2.255  0.09
H 3.844 -1.660 3.653  0.09
H 6.149 0.286 3.434  0.10
H 5.814 -0.919 4.672  0.10
H 4.717 1.883 4.389  0.11
H 5.219 1.025 5.837  0.10
H 2.770 1.257 5.868  0.11
H 3.168 -0.435 5.621  0.11
H 2.004 1.571 3.675  0.12
H 1.546 -0.084 3.962  0.08
H 2.383 -0.565 -1.044  0.11
H 2.135 1.883 -0.663  0.08
H 3.148 1.404 -2.024  0.13
H 4.118 2.386 0.699  0.10
H 4.197 3.263 -0.830  0.11
H 6.397 2.215 -0.303  0.10
H 5.700 1.513 -1.768  0.11
H 5.540 0.335 1.041  0.08
H 6.570 -0.273 -0.258  0.11
H 4.501 -1.629 -0.045  0.09
H 4.644 -0.855 -1.624  0.12
F -3.611 4.469 -0.896  0.02
C -2.709 3.460 -0.683  -0.70
F -3.347 2.581 0.120  0.07
F -1.747 4.034 0.094  0.05
C 1.181 0.616 -6.093  -0.08
O 1.047 2.031 -6.103  -0.06
C -0.189 2.548 -5.792  -0.56
O -0.317 3.760 -5.842  0.03
C -1.168 1.635 -5.309  -0.05
C -2.079 0.892 -5.881  -0.35
As -3.059 -0.622 -4.945  1.34
C -4.713 -0.685 -6.034  -0.30
C -3.417 0.604 -3.480  -0.32
C -2.339 0.974 -2.703  -0.30
As -2.034 2.904 -2.546  1.39
C -0.155 3.093 -2.043  -0.29
C -1.358 -0.004 -2.221  -0.52
O -0.433 0.251 -1.462  -0.12
O -1.611 -1.266 -2.583  -0.13
C -0.937 -2.298 -1.871  -0.03
C -4.589 1.482 -3.468  -0.53
O -5.440 1.593 -4.327  0.05
O -4.693 2.138 -2.291  -0.14
C -5.890 2.864 -2.045  -0.04
C -2.313 0.828 -7.341  -0.57
O -2.021 -0.147 -7.999  0.06
O -2.866 1.885 -7.957  -0.02
C -3.338 2.990 -7.173  -0.03
H 0.466 0.139 -6.766  0.08
H 1.026 0.212 -5.087  0.09
H 2.196 0.407 -6.428  0.08
H -4.414 -0.762 -7.080  0.01
H -5.371 0.165 -5.895  0.00
H -5.244 -1.600 -5.768  0.01
H 0.481 2.581 -2.761  0.03
H 0.039 2.713 -1.045  0.00
H 0.073 4.158 -2.075  0.03
H -1.123 -3.213 -2.428  0.10
H -1.355 -2.387 -0.863  0.05
H 0.134 -2.098 -1.816  0.08
H -6.085 2.781 -0.978  0.10
H -6.708 2.438 -2.624  0.09
H -5.756 3.911 -2.320  0.09
H -3.900 3.617 -7.863  0.09
H -2.513 3.555 -6.740  0.08
H -3.993 2.648 -6.372  0.08



Record 2
ORCA calculation (ωB97M-V/def2-TZVPD) on a 3-piece molecular cluster, C38H61N7O4 overall.

Its HOMO-LUMO gap (alpha / beta) is 0.292 / 0.278 hartree. Its LUMO energy (alpha / beta) is -0.1984 / -0.5799 eV. As for the multiplicity: 3. The value obtained for the highest occupied orbital energy (alpha / beta) is -8.15 / -8.15 eV.

Last column: Löwdin charge in e.
Element x y z (Å)
N 5.965 0.961 0.266  -0.05
C 5.568 -0.251 1.094  -0.28
C 5.347 -1.628 0.221  -0.13
C 4.155 -1.482 -0.943  -0.27
C 2.950 -0.495 -0.438  -0.16
C 1.636 -0.438 -1.423  -0.09
C 0.671 0.783 -0.811  -0.25
O 1.043 1.417 0.334  -0.07
N -0.644 1.220 -1.418  0.02
C -0.279 2.467 -2.246  -0.16
C -0.002 3.893 -1.478  0.01
C 0.434 5.206 -2.410  -0.05
C 0.553 4.942 -4.032  -0.09
C 0.267 3.513 -4.795  -0.07
C -0.167 2.222 -3.875  -0.02
C 4.733 -0.649 -2.273  -0.05
C 4.655 -1.591 -3.643  -0.27
O 5.093 -1.320 -4.877  -0.07
N 3.997 -2.842 -3.061  0.05
C 3.825 -2.968 -1.548  -0.37
N 2.453 -3.581 -1.379  0.04
C 4.842 -4.237 -1.141  -0.15
C 6.287 -4.187 -1.824  -0.02
C 7.387 -5.335 -1.469  -0.02
C 6.767 -6.396 -0.400  -0.07
C 5.252 -6.226 0.096  -0.12
N 4.212 -5.202 -0.201  0.06
H 5.861 1.799 0.882  0.08
H 6.970 0.933 -0.022  0.08
H 6.476 -0.434 1.847  0.12
H 4.611 -0.045 1.758  0.12
H 5.071 -2.474 1.015  0.14
H 6.393 -1.849 -0.306  0.12
H 3.404 0.610 -0.441  0.13
H 2.671 -0.695 0.705  0.14
H 1.878 -0.297 -2.561  0.12
H 0.948 -1.412 -1.359  0.11
H -1.026 0.464 -2.027  0.09
H -0.070 4.049 -0.301  0.09
H 0.678 6.258 -1.905  0.09
H 0.868 5.853 -4.716  0.08
H 0.370 3.325 -5.957  0.09
H -0.385 1.153 -4.303  0.09
H 4.095 0.292 -2.631  0.13
H 5.861 -0.270 -2.191  0.13
H 4.101 -3.728 -3.603  0.14
H 2.026 -3.233 -0.487  0.08
H 1.897 -3.210 -2.207  0.08
H 6.563 -3.328 -2.579  0.10
H 8.487 -5.420 -1.862  0.09
H 7.432 -7.283 0.002  0.09
H 4.872 -7.074 0.849  0.11
C -4.075 -5.363 -2.601  -0.04
C -2.952 -4.322 -2.318  -0.47
C -2.053 -4.816 -1.148  -0.14
C -2.720 -4.706 0.220  -0.19
C -3.250 -3.295 0.461  -0.14
C -4.175 -2.794 -0.679  -0.48
N -3.569 -2.981 -2.041  -0.02
O -2.562 -2.008 -2.193  -0.05
C -5.537 -3.535 -0.597  -0.05
C -4.556 -1.303 -0.394  -0.04
C -2.095 -4.334 -3.625  -0.05
H -3.817 -6.039 -3.425  0.08
H -4.284 -6.004 -1.740  0.07
H -5.010 -4.879 -2.907  0.08
H -1.120 -4.237 -1.124  0.11
H -1.756 -5.859 -1.316  0.13
H -3.525 -5.440 0.318  0.10
H -1.988 -4.955 1.002  0.12
H -3.785 -3.273 1.419  0.12
H -2.395 -2.616 0.577  0.12
H -6.186 -3.262 -1.438  0.09
H -6.072 -3.267 0.323  0.09
H -5.445 -4.619 -0.573  0.06
H -3.683 -0.652 -0.302  0.07
H -5.106 -1.215 0.552  0.08
H -5.203 -0.905 -1.187  0.09
H -2.685 -4.001 -4.486  0.09
H -1.732 -5.347 -3.844  0.09
H -1.201 -3.704 -3.556  0.07
C -3.367 6.607 5.179  -0.04
C -3.246 6.216 3.677  -0.47
C -4.292 5.118 3.327  -0.14
C -3.934 3.741 3.879  -0.19
C -2.520 3.336 3.473  -0.14
C -1.456 4.403 3.840  -0.48
N -1.838 5.782 3.383  -0.03
O -1.658 5.831 1.987  -0.03
C -1.232 4.395 5.376  -0.05
C -0.072 3.946 3.270  -0.04
C -3.645 7.523 2.918  -0.05
H -3.980 7.505 5.326  0.08
H -3.834 5.824 5.783  0.07
H -2.392 6.848 5.617  0.08
H -4.395 5.036 2.237  0.12
H -5.281 5.407 3.704  0.12
H -4.042 3.721 4.967  0.10
H -4.648 2.999 3.492  0.11
H -2.273 2.377 3.946  0.12
H -2.508 3.150 2.391  0.13
H -0.544 5.194 5.679  0.09
H -0.786 3.446 5.701  0.09
H -2.149 4.496 5.954  0.06
H -0.090 3.787 2.189  0.06
H 0.237 2.992 3.716  0.09
H 0.709 4.682 3.499  0.09
H -2.943 8.336 3.136  0.09
H -4.645 7.860 3.221  0.08
H -3.690 7.390 1.831  0.07



| no. | largest force on an atom (eV Å⁻¹) | energy (eV) |
| --- | --- | --- |
| 1 | 2.8 | -349055.8848 |
| 2 | 8.4 | -58993.1667 |